1.
{
  "formula": "C29H58AlBr8NO2S2",
  "method": "wB97M-V/def2-TZVPD",
  "symbols": ["Br", "Br", "Br", "Br", "Br", "Br", "Br", "Br", "S", "S", "Al", "O", "O", "N", "C", "C", "C", "C", "C", "C", "C", "C", "C", "C", "C", "C", "C", "C", "C", "C", "C", "C", "C", "C", "C", "C", "C", "C", "C", "C", "C", "C", "C", "H", "H", "H", "H", "H", "H", "H", "H", "H", "H", "H", "H", "H", "H", "H", "H", "H", "H", "H", "H", "H", "H", "H", "H", "H", "H", "H", "H", "H", "H", "H", "H", "H", "H", "H", "H", "H", "H", "H", "H", "H", "H", "H", "H", "H", "H", "H", "H", "H", "H", "H", "H", "H", "H", "H", "H", "H", "H"],
  "xyz": [[11.38, -6.60, 1.23], [-6.15, 5.38, -5.07], [-5.81, 4.89, -1.37], [12.54, -3.39, 2.77], [-6.22, -1.92, -4.34], [5.62, -3.22, 1.22], [8.72, -2.86, 3.25], [-5.73, -5.24, -2.81], [-1.66, 4.53, 0.82], [-1.94, 1.58, 0.87], [-6.37, 1.82, 2.35], [-7.46, 0.07, 0.34], [-7.02, 2.10, -0.49], [-0.94, 2.91, -1.23], [-3.76, 0.65, -1.88], [-7.07, 1.27, 0.47], [6.89, 0.43, 2.01], [13.03, -6.16, 2.14], [-1.38, 1.77, -2.03], [3.54, 1.25, 0.42], [8.39, 0.48, 1.75], [6.07, 0.80, 0.75], [-2.90, 1.84, -2.29], [-3.40, -2.85, 0.91], [-3.74, -2.48, -0.54], [-6.89, 3.95, -2.66], [8.03, -4.39, 2.26], [0.51, 3.09, -1.16], [-6.21, 3.75, -3.98], [-4.13, 3.50, 1.84], [-3.28, -0.74, -2.33], [-3.45, 4.71, 1.19], [2.79, 2.31, -0.40], [4.88, 1.74, 1.01], [-4.15, -1.98, 1.92], [1.32, 1.94, -0.58], [12.84, -5.23, 3.31], [-7.16, -3.94, -2.54], [-2.69, -1.57, -1.18], [-7.53, -3.25, -3.83], [-5.55, 3.73, 2.37], [-1.52, 2.92, 0.07], [7.38, -3.99, 0.96], [-3.03, 1.97, -3.36], [8.95, 0.17, 2.63], [7.34, -4.90, 2.92], [2.90, 0.92, 1.23], [-3.46, 3.05, 2.56], [13.69, -5.73, 1.39], [-6.10, 4.43, 1.74], [-7.62, -3.95, -4.66], [7.22, -4.87, 0.34], [-5.52, 4.07, 3.41], [-1.86, -2.18, -1.53], [-1.05, 0.80, -1.63], [-5.08, 0.84, 2.67], [-3.93, 0.64, -0.80], [0.87, 3.27, -2.18], [-2.57, -0.66, -3.16], [-7.82, 4.51, -2.75], [5.09, 2.75, 0.65], [8.67, 1.50, 1.47], [8.64, -0.15, 0.90], [-6.75, 3.03, -4.58], [-4.24, 2.76, 1.04], [6.62, 1.06, 2.85], [-8.00, -4.51, -2.16], [-3.69, -3.89, 1.08], [-0.88, 1.87, -3.00], [3.69, 0.38, -0.22], [7.97, -3.26, 0.42], [-2.29, -0.90, -0.42], [0.93, 1.60, 0.38], [1.26, 1.09, -1.27], [2.88, 3.28, 0.08], [-4.05, 5.03, 0.34], [-4.15, -1.27, -2.71], [-3.83, -3.39, -1.14], [8.89, -5.02, 2.07], [6.77, 1.24, 0.04], [13.43, -7.11, 2.49], [13.75, -5.20, 3.90], [-3.46, 5.57, 1.86], [6.65, -0.60, 2.29], [-8.47, -2.71, -3.71], [-5.22, -2.18, 1.83], [-3.84, -2.22, 2.93], [-4.70, -1.96, -0.54], [-7.43, 1.63, 3.59], [-3.29, 2.74, -1.81], [-2.32, -2.80, 1.08], [-5.18, 3.44, -3.86], [3.28, 2.35, -1.38], [0.69, 4.01, -0.60], [4.75, 1.81, 2.08], [12.00, -5.51, 3.95], [-4.74, 0.81, -2.33], [-6.81, -3.24, -1.79], [5.71, -0.13, 0.31], [-3.98, -0.92, 1.75], [-7.12, 3.00, -2.16]],
  "lowdin_charge": [0.62, 0.52, 0.73, 0.60, 0.66, 0.66, 0.63, 0.58, 0.84, 0.83, 0.30, -0.22, -0.25, -0.22, -0.20, -0.78, -0.28, -0.70, -0.23, -0.21, -0.15, -0.21, -0.18, -0.27, -0.22, -0.68, -0.68, -0.21, -0.68, -0.45, -0.21, -0.50, -0.22, -0.19, -0.12, -0.20, -0.69, -0.67, -0.22, -0.70, -0.30, -1.03, -0.68, 0.10, 0.04, 0.05, 0.11, 0.06, 0.05, 0.02, 0.04, 0.06, 0.02, 0.10, 0.09, -0.07, 0.08, 0.12, 0.10, 0.05, 0.10, 0.07, 0.06, 0.05, 0.03, 0.10, 0.05, 0.09, 0.12, 0.10, 0.05, 0.06, 0.09, 0.12, 0.11, -0.05, 0.02, 0.07, 0.00, 0.10, 0.05, 0.05, 0.06, 0.04, 0.06, 0.08, 0.06, 0.11, -0.14, 0.09, 0.09, 0.03, 0.11, 0.10, 0.10, 0.05, 0.10, 0.06, 0.07, 0.02, 0.01],
  "homo_energy_ev": 0.119,
  "charge": -2,
  "spin_multiplicity": 1,
  "molar_mass_g_mol": 1183.14,
  "homo_lumo_gap_ev": 1.868,
  "total_energy_ha": -22975.88869,
  "fmax_ev_per_a": 0.965
}


2.
{
  "formula": "C29H58Br2F3NO13",
  "method": "wB97M-V/def2-TZVPD",
  "symbols": ["Br", "Br", "F", "F", "F", "O", "O", "O", "O", "O", "O", "O", "O", "O", "O", "O", "O", "O", "N", "C", "C", "C", "C", "C", "C", "C", "C", "C", "C", "C", "C", "C", "C", "C", "C", "C", "C", "C", "C", "C", "C", "C", "C", "C", "C", "C", "C", "C", "H", "H", "H", "H", "H", "H", "H", "H", "H", "H", "H", "H", "H", "H", "H", "H", "H", "H", "H", "H", "H", "H", "H", "H", "H", "H", "H", "H", "H", "H", "H", "H", "H", "H", "H", "H", "H", "H", "H", "H", "H", "H", "H", "H", "H", "H", "H", "H", "H", "H", "H", "H", "H", "H", "H", "H", "H", "H"],
  "xyz": [[2.32, 0.98, 3.73], [-1.89, 0.66, 1.90], [-0.20, 1.72, 4.24], [0.03, -0.41, 3.88], [0.18, 2.37, 1.75], [-5.48, 5.49, 7.23], [0.12, -1.48, -0.61], [6.24, 4.19, -2.64], [4.05, -3.69, 0.24], [3.80, -3.41, -1.99], [-4.02, 3.04, 5.50], [-2.00, -1.88, -1.25], [-2.61, -4.38, -3.95], [-3.64, -3.20, -6.56], [3.71, 2.80, -1.66], [6.70, 1.90, -0.67], [-2.68, 5.73, 6.05], [-4.07, -6.22, -6.32], [-1.28, -2.60, 0.82], [7.62, 0.88, -1.00], [0.22, -0.06, -0.35], [-5.69, 5.81, 8.58], [2.64, 3.54, -1.12], [7.27, 3.20, -0.62], [-4.98, 6.56, 6.45], [-2.60, 4.53, 6.80], [-4.32, -3.32, -5.32], [5.53, 3.11, -3.23], [-5.34, -6.78, -6.55], [-1.12, -1.98, -0.41], [4.14, -2.99, -0.91], [0.93, -3.86, 1.16], [4.03, 3.12, -3.00], [1.68, -4.41, -0.07], [0.42, 0.81, 3.47], [-0.58, -3.92, 0.92], [-2.81, -4.25, -7.01], [3.12, -4.78, 0.21], [0.84, 0.23, 1.02], [-3.92, 6.11, 5.47], [-3.53, -5.51, -7.43], [6.36, 4.24, -1.23], [-4.08, 2.53, 4.19], [0.00, 1.05, 1.98], [-3.43, -3.23, -4.09], [-2.70, 3.26, 5.98], [-1.29, -4.09, -3.54], [4.78, -1.65, -0.74], [-1.04, -4.43, 1.76], [-2.83, -2.32, -4.15], [-4.07, -3.16, -3.20], [-3.68, 6.97, 4.84], [-5.09, 2.68, 3.82], [-3.31, 4.52, 7.63], [8.27, 1.18, -1.83], [-5.77, -7.03, -5.58], [-6.01, -6.07, -7.05], [-4.94, -4.22, -5.29], [2.70, 4.60, -1.37], [1.18, -5.34, -0.31], [5.05, -1.48, 0.29], [-2.26, -2.82, 0.87], [1.18, -4.52, 1.98], [-0.67, -4.96, -3.75], [7.05, 0.01, -1.30], [6.82, 5.22, -1.04], [1.68, 3.14, -1.48], [1.25, -2.85, 1.39], [7.43, 3.46, 0.44], [-4.56, 7.34, 7.09], [2.68, 3.43, -0.03], [1.73, 0.83, 0.85], [3.16, -5.22, 1.19], [-6.62, 6.39, 8.72], [-1.99, 3.31, 5.15], [-5.26, -7.69, -7.15], [3.58, 2.36, -3.65], [1.57, -3.78, -0.93], [-3.85, 1.45, 4.19], [-2.32, -3.86, -7.90], [-0.73, 0.42, -0.48], [-4.85, 6.37, 9.00], [8.24, 3.23, -1.13], [3.63, 4.10, -3.27], [5.68, 3.23, -4.31], [-0.88, -3.24, -4.09], [-0.78, -4.51, 0.03], [-3.38, 3.04, 3.52], [-4.99, -2.46, -5.28], [-5.81, 6.99, 5.88], [-1.26, -3.88, -2.47], [5.68, -1.65, -1.33], [-2.02, -4.47, -6.28], [5.39, 4.25, -0.74], [-2.81, -6.17, -7.93], [1.19, -0.68, 1.46], [0.88, 0.30, -1.13], [8.24, 0.62, -0.13], [-1.60, 4.54, 7.23], [-5.79, 4.87, 9.13], [3.46, -5.55, -0.47], [-4.33, -5.25, -8.14], [5.96, 2.15, -2.95], [4.11, -0.87, -1.07], [-4.30, 5.33, 4.81], [-2.43, 2.41, 6.63]],
  "lowdin_charge": [0.87, 0.94, 0.02, 0.03, 0.01, -0.20, -0.01, -0.12, 0.01, 0.11, -0.19, 0.12, -0.19, -0.12, -0.21, -0.20, -0.12, -0.20, 0.08, -0.10, -0.15, -0.12, -0.11, -0.20, -0.20, -0.18, -0.18, -0.18, -0.12, -0.59, -0.53, -0.16, -0.20, -0.17, -0.95, -0.15, -0.18, -0.16, -0.16, -0.18, -0.20, -0.18, -0.13, -0.81, -0.20, -0.20, -0.11, 0.03, 0.12, 0.12, 0.13, 0.13, 0.09, 0.12, 0.09, 0.09, 0.09, 0.12, 0.09, 0.12, 0.09, 0.13, 0.11, 0.09, 0.06, 0.13, 0.09, 0.09, 0.13, 0.12, 0.08, 0.10, 0.12, 0.09, 0.11, 0.09, 0.13, 0.11, 0.06, 0.13, 0.09, 0.09, 0.12, 0.13, 0.13, 0.10, 0.11, 0.07, 0.13, 0.13, 0.06, 0.07, 0.12, 0.12, 0.13, 0.10, 0.13, 0.09, 0.13, 0.09, 0.12, 0.12, 0.12, 0.09, 0.12, 0.13],
  "homo_energy_ev": -8.870,
  "spin_multiplicity": 1,
  "molar_mass_g_mol": 845.58,
  "homo_lumo_gap_ev": 9.104,
  "total_energy_ha": -7620.08737,
  "fmax_ev_per_a": 1.278
}